# 1
2 unconnected molecules or ions with the total composition C4H7N3, computed with wB97M-V/def2-TZVPD.

The calculation puts the calculated total energy at -8727.070 eV. The value obtained for the maximum force is 0.4 eV Å⁻¹. For the energy above the lowest of the compared OMol25 structures with the same formula, charge and spin, the calculation gives 106.3 kcal per mole. Its charge is 0.

```
14
Properties=species:S:1:pos:R:3:forces:R:3:nbo_charge:R:1
C 0.006735 -1.293969 -2.273813 -0.04 -0.01 -0.02 -0.851
C 1.309316 0.802528 -0.461700 -0.24 0.13 0.26 -0.099
C 0.581528 0.539163 0.728400 0.10 0.10 -0.21 -0.198
C -0.553400 1.147022 1.272492 0.02 -0.08 0.09 0.046
N -0.725589 0.564447 2.451586 -0.10 0.13 -0.07 -0.355
N 0.231883 -0.396893 2.673427 0.17 0.01 -0.22 -0.037
N 1.001128 -0.405584 1.664857 -0.14 0.02 0.23 -0.136
H 0.147509 -1.386663 -3.353522 -0.04 0.00 0.15 0.214
H -0.089903 -2.285730 -1.825430 0.00 0.13 -0.07 0.216
H -0.899372 -0.713991 -2.074110 0.14 -0.09 -0.03 0.201
H 0.881893 -0.794154 -1.839534 -0.13 -0.12 -0.11 0.232
H 0.718637 1.555029 -1.024028 0.09 -0.08 0.07 0.105
H -1.193270 1.931386 0.894643 0.09 -0.12 0.05 0.238
H -1.417095 0.737410 3.166732 0.07 -0.02 -0.11 0.424
```
Forces are in eV/Å.


# 2
A molecular structure, C13H25IIrP2 at a distorted geometry, computed with wB97M-V/def2-TZVPD.

The calculation puts the calculated total energy at -43382.301 eV. The spin multiplicity is 6. The value obtained for the maximum force is 5.3 eV Å⁻¹. For the energy above the lowest of the compared OMol25 structures with the same formula, charge and spin, the calculation gives 0.0 kcal per mole. Its charge is +2. The expectation value of S² is 8.813.

```
42
Properties=species:S:1:pos:R:3:forces:R:3:mulliken_spin:R:1
C -4.288807 3.281253 -0.928782 -0.29 -0.11 -0.44 0.072
C -3.874039 3.270759 -2.402818 -0.21 0.37 0.08 0.005
H -5.097474 2.569003 -0.749540 0.01 0.01 0.04 -0.004
H -4.647686 4.269415 -0.635132 0.08 -0.12 0.18 0.005
H -3.449535 3.014817 -0.268925 0.08 0.30 -0.02 -0.017
H -3.268352 2.397701 -2.652995 -0.11 0.03 -0.12 0.001
H -4.771224 3.270116 -3.032209 0.23 -0.10 0.07 0.004
H -3.322865 4.185821 -2.655005 0.04 -0.31 0.04 -0.001
Ir -0.729199 0.572846 -0.060777 -1.85 0.43 -0.92 1.551
C -0.698531 2.096637 -1.477666 0.47 1.30 0.15 0.331
H -0.867306 1.743986 -2.506646 0.08 -0.27 0.33 0.036
H 0.349794 2.397580 -1.325828 -0.24 0.41 -0.33 0.028
H -1.383279 2.919419 -1.225297 0.25 -0.40 -0.04 0.001
I -2.887657 1.090107 1.267725 -0.67 0.38 0.27 0.796
C -1.132897 -2.243208 1.712015 -0.57 0.03 -0.03 0.057
P -0.156714 -0.723304 1.683674 3.26 -1.93 1.95 0.196
C -0.123470 -0.094350 3.373033 -0.30 0.28 -0.08 0.040
C 1.569809 -1.407245 1.498058 -2.58 2.82 -3.67 0.254
C 2.285689 -2.093865 2.490182 1.44 -1.90 3.06 0.593
C 3.544229 -2.617808 2.196687 0.86 -0.21 -0.76 -0.095
C 4.094817 -2.477466 0.915206 1.90 -2.26 3.99 0.600
C 3.378995 -1.795017 -0.075418 -2.33 2.23 -3.05 0.358
C 2.130884 -1.241089 0.237472 -1.14 0.59 0.16 0.069
P 1.061614 -0.331835 -0.988153 2.67 -2.06 0.16 0.064
C 2.319283 0.594117 -1.877334 -0.32 0.51 -0.24 -0.002
C 0.496827 -1.685074 -2.029404 0.04 0.35 -0.39 -0.021
H -2.191178 -1.976368 1.805728 0.08 -0.36 0.05 -0.007
H -0.806317 -2.843292 2.571371 -0.11 0.09 -0.16 0.010
H -0.960299 -2.803214 0.785518 -0.13 0.09 0.24 -0.001
H 0.300493 -0.874273 4.012652 -0.22 0.20 0.03 0.006
H 0.512918 0.795381 3.410599 -0.10 -0.11 0.06 -0.003
H -1.135750 0.166193 3.696891 0.16 -0.06 0.19 -0.003
H 1.852988 -2.210523 3.486854 0.35 -0.08 -0.32 0.029
H 4.106621 -3.140930 2.979808 -0.26 0.25 -0.42 0.003
H 5.077659 -2.884465 0.680059 -0.30 0.10 0.18 0.022
H 3.785925 -1.693366 -1.084850 -0.09 -0.10 0.40 0.012
H 3.025283 -0.123966 -2.310964 -0.19 0.25 -0.01 -0.003
H 1.852388 1.196122 -2.664899 0.31 -0.10 0.02 0.001
H 2.849821 1.246945 -1.171996 -0.11 -0.11 -0.21 0.007
H 1.375150 -2.295572 -2.255598 -0.25 -0.06 -0.19 0.003
H -0.247608 -2.271222 -1.486551 0.07 -0.02 -0.19 0.001
H 0.069000 -1.250767 -2.936748 -0.04 -0.37 -0.08 0.002
```
Forces are in eV/Å.


# 3
C5H12O2 in the gas phase at a distorted geometry, computed with wB97M-V/def2-TZVPD.

The calculation puts the calculated total energy at -9473.540 eV. The value obtained for the maximum force is 1.5 eV Å⁻¹. For the energy above the lowest of the compared OMol25 structures with the same formula, charge and spin, the calculation gives 36.8 kcal per mole. Its charge is 0.

```
19
Properties=species:S:1:pos:R:3:forces:R:3:nbo_charge:R:1
C 2.486199 0.327585 1.428673 -0.14 -0.12 -0.35 -0.603
C 0.981899 0.391226 1.139594 -0.60 0.23 0.05 -0.426
C 0.424446 -0.109082 -0.212775 -1.22 0.53 0.12 0.102
O 0.400008 -1.518963 -0.229312 -0.66 0.02 0.28 -0.718
C -1.201534 0.293818 -0.511589 0.73 0.44 -0.24 0.084
C -1.675534 -0.239884 -1.874058 0.33 0.17 -0.05 -0.653
O -2.173738 -0.116178 0.491628 0.77 -0.49 0.09 -0.753
H 2.850695 -0.700978 1.400101 0.03 0.05 -0.11 0.213
H 3.028907 0.925334 0.692913 0.19 -0.07 0.10 0.198
H 2.703965 0.718928 2.439266 -0.19 -0.08 -0.51 0.213
H 0.501354 -0.178453 1.936065 -0.40 0.17 -0.01 0.205
H 0.676019 1.433209 1.201647 -0.16 0.23 0.33 0.196
H 1.094499 0.334462 -1.011122 -1.07 -0.67 0.34 0.175
H -0.465871 -1.576121 0.231871 0.70 -1.29 -0.18 0.473
H -1.196197 1.379009 -0.472742 -0.09 0.32 -0.39 0.162
H -1.794131 -1.332386 -1.927869 0.27 0.29 0.38 0.222
H -2.640873 0.183519 -2.195546 0.28 0.12 0.34 0.207
H -0.939154 0.039919 -2.620774 0.06 0.00 -0.27 0.222
H -3.060954 -0.254970 0.094024 1.15 0.15 0.06 0.481
```
Forces are in eV/Å.